ORCA calculation (the ωB97M-V functional and the def2-TZVPD basis) on 10 unconnected molecules or ions with the total composition C44H103F6N8O10 at a distorted geometry.

Summary:
Largest force on an atom: 3.18 eV Å⁻¹
DFT total energy: -3527.66956 a.u.
HOMO energy: -2.700 eV
Gap between HOMO and LUMO: 4.3 eV
Net charge: -1
Molar mass: 1018.34 g mol⁻¹
Spin multiplicity: 1

Atoms and positions in Å:
C (-8.76898, 16.35821, -3.87570)
C (-7.58080, 16.07052, -2.97441)
N (-6.49126, 16.97414, -3.24880)
C (-6.45826, 18.34184, -3.01164)
C (-5.25378, 18.75037, -3.39314)
N (-4.51157, 17.67463, -3.80432)
C (-5.28636, 16.64402, -3.66760)
C (-3.15755, 17.71954, -4.35252)
H (-8.51749, 16.30505, -4.93818)
H (-9.25556, 17.33730, -3.79910)
H (-9.55257, 15.62417, -3.68135)
H (-7.32259, 15.03374, -3.19221)
H (-7.84039, 16.09071, -1.91569)
H (-7.23617, 18.97364, -2.61974)
H (-4.80364, 19.72840, -3.45649)
H (-5.01288, 15.62614, -3.92028)
H (-3.10365, 17.72411, -5.44119)
H (-2.60555, 16.83846, -3.99622)
H (-2.67708, 18.61741, -3.96936)
C (0.31723, 17.45324, -5.96348)
O (-0.86260, 17.38124, -6.77949)
O (0.49814, 16.39935, -5.28121)
C (1.50658, 18.01742, -6.74688)
F (2.59487, 18.09035, -5.99344)
F (1.85285, 17.21686, -7.78785)
F (1.28521, 19.23384, -7.30397)
C (-0.87106, 16.85790, -8.07366)
C (-2.23630, 16.28877, -8.32024)
H (-2.52769, 15.41970, -7.73625)
H (-3.02054, 17.04437, -8.18836)
H (-2.28754, 15.97731, -9.37602)
H (-0.09537, 16.10315, -8.22707)
H (-0.61822, 17.65494, -8.78939)
H (0.02974, 18.21775, -5.21110)
C (-2.67240, 13.61895, -3.93946)
O (-3.59514, 14.21613, -4.91448)
O (-1.53453, 14.20097, -4.00640)
C (-3.36378, 13.61800, -2.56486)
F (-3.03126, 12.55251, -1.81696)
F (-3.20202, 14.75295, -1.83765)
F (-4.77231, 13.54991, -2.70882)
C (-4.46624, 13.36820, -5.55887)
C (-5.21125, 14.15896, -6.61057)
H (-4.58606, 14.74826, -7.28578)
H (-5.82124, 13.54185, -7.27628)
H (-5.83248, 14.95206, -6.16867)
H (-5.20467, 12.78524, -4.98617)
H (-3.93816, 12.56944, -6.10729)
H (-2.42725, 12.59349, -4.28545)
C (-4.51557, 19.09713, 4.45668)
C (-5.40931, 18.06248, 3.74863)
C (-4.57798, 16.82090, 3.46302)
C (-5.30476, 15.80826, 2.58180)
C (-5.08240, 16.09660, 1.09465)
C (-5.57270, 15.05069, 0.12284)
H (-4.30900, 18.79583, 5.49212)
H (-4.95708, 20.09612, 4.50182)
H (-3.52021, 19.18309, 4.01548)
H (-6.34325, 17.96919, 4.30198)
H (-5.67506, 18.55748, 2.80227)
H (-4.21512, 16.41197, 4.41268)
H (-3.65300, 17.08280, 2.93876)
H (-5.07035, 14.75877, 2.77199)
H (-6.39062, 15.90728, 2.71199)
H (-5.60586, 17.02140, 0.81450)
H (-4.02188, 16.32231, 0.94504)
H (-6.67296, 14.97622, 0.11574)
H (-5.41140, 15.31694, -0.92226)
H (-5.14502, 14.06811, 0.31893)
C (-12.39138, 22.76391, -3.60278)
C (-11.00025, 22.21440, -3.87181)
C (-10.15823, 22.33213, -2.57668)
O (-9.14545, 21.38905, -2.54344)
C (-8.13746, 21.66031, -1.62569)
N (-11.01898, 20.87339, -4.44593)
H (-12.48242, 23.77098, -3.20131)
H (-12.89330, 22.06622, -2.92610)
H (-12.89580, 22.74356, -4.57155)
H (-10.45579, 22.87664, -4.54997)
H (-10.83503, 22.27881, -1.70761)
H (-9.77673, 23.36170, -2.52081)
H (-7.19768, 21.17060, -1.92206)
H (-8.34766, 21.25505, -0.63129)
H (-7.81167, 22.70875, -1.62056)
H (-11.20612, 20.24711, -3.67543)
H (-10.05226, 20.78841, -4.74800)
C (-2.16092, 20.93217, -6.43214)
C (-2.71400, 21.90415, -5.40691)
C (-2.84654, 23.29828, -6.03942)
O (-2.75857, 24.32537, -5.05987)
C (-1.55298, 24.36832, -4.37574)
N (-4.05530, 21.42535, -4.96670)
H (-2.05117, 19.94791, -5.98116)
H (-1.23500, 21.26276, -6.89782)
H (-2.87979, 20.85729, -7.25412)
H (-2.15705, 22.01145, -4.48316)
H (-3.70912, 23.44903, -6.68502)
H (-1.96733, 23.45336, -6.68704)
H (-0.72195, 23.90272, -4.92599)
H (-1.53523, 23.84283, -3.41200)
H (-1.27582, 25.40611, -4.19118)
H (-4.43301, 22.25079, -4.47489)
H (-4.70962, 21.50055, -5.74233)
C (-3.00367, 18.31626, -0.65349)
C (-3.48153, 19.24978, 0.44182)
C (-2.32122, 19.78396, 1.25742)
O (-1.32737, 20.42728, 0.46985)
C (-0.34738, 21.03066, 1.31065)
N (-4.30520, 20.32230, -0.17891)
H (-2.20237, 17.61560, -0.40466)
H (-2.54797, 18.89971, -1.46329)
H (-3.78808, 17.69528, -1.08822)
H (-4.17132, 18.69982, 1.08697)
H (-1.79234, 18.93581, 1.73771)
H (-2.75684, 20.34319, 2.10791)
H (0.09355, 20.39994, 2.08345)
H (-0.83214, 21.90381, 1.78009)
H (0.38802, 21.47466, 0.63964)
H (-3.65507, 20.80932, -0.79704)
H (-4.64334, 20.94117, 0.55141)
C (-12.82598, 14.67753, -3.36570)
C (-12.99535, 14.56351, -4.88539)
C (-14.48286, 14.39327, -5.24006)
O (-14.56039, 14.55016, -6.64977)
C (-15.84903, 14.61968, -7.16858)
N (-12.38344, 15.70776, -5.54534)
H (-13.43942, 13.86780, -2.94947)
H (-13.18409, 15.63546, -3.00880)
H (-11.79255, 14.44037, -3.12402)
H (-12.49081, 13.66047, -5.23260)
H (-15.17826, 15.03204, -4.68000)
H (-14.79684, 13.35551, -5.04055)
H (-16.39126, 15.57176, -7.04032)
H (-16.49303, 13.77476, -6.89870)
H (-15.77922, 14.61947, -8.26556)
H (-12.69557, 16.60107, -5.18982)
H (-12.61954, 15.60097, -6.52530)
C (-7.81416, 19.71300, -6.18603)
C (-6.79104, 20.34188, -7.15519)
C (-6.76042, 21.87030, -6.93470)
O (-6.74171, 22.27909, -5.60531)
C (-6.90596, 23.62700, -5.31656)
N (-5.57511, 19.50024, -6.92458)
H (-8.82091, 19.80067, -6.62607)
H (-7.87467, 20.30696, -5.26777)
H (-7.68692, 18.68380, -5.87343)
H (-7.06894, 20.25711, -8.20706)
H (-7.65097, 22.24004, -7.46707)
H (-5.93679, 22.32182, -7.51455)
H (-7.10623, 23.72154, -4.25037)
H (-7.74689, 24.04149, -5.88300)
H (-6.01092, 24.23608, -5.50211)
H (-4.84636, 19.86522, -7.55773)
H (-5.16930, 19.77111, -6.02388)
C (-11.42566, 18.92152, -1.61926)
C (-11.53964, 17.56376, -0.95989)
C (-10.67465, 17.29347, 0.26080)
O (-9.40759, 17.85160, -0.00078)
C (-8.48462, 17.73990, 1.07663)
N (-12.92450, 17.13399, -0.80160)
H (-11.80372, 19.71587, -0.96403)
H (-11.82789, 18.98068, -2.62633)
H (-10.36596, 19.14724, -1.77272)
H (-11.08925, 16.94061, -1.76380)
H (-10.58246, 16.21498, 0.43404)
H (-11.19470, 17.80282, 1.09093)
H (-7.57413, 18.17875, 0.65718)
H (-8.26435, 16.70804, 1.37037)
H (-8.78898, 18.38109, 1.91357)
H (-13.42003, 17.18125, -1.68128)
H (-12.94992, 16.15163, -0.53797)

Cartesian forces, eV/Å:
-0.77 0.32 -0.38
-0.98 -0.40 -0.32
0.14 0.78 0.92
-0.90 0.09 0.05
1.56 1.46 -0.28
-0.23 0.94 -0.18
0.13 -2.92 -0.89
0.92 -0.50 0.35
0.25 -0.35 0.11
0.31 0.05 0.55
0.02 -0.04 -0.08
0.72 0.18 0.03
-0.02 0.31 0.01
-0.36 -0.45 -0.02
-0.19 0.09 0.13
0.29 -0.03 -0.06
-0.35 -0.07 0.04
0.03 0.08 -0.22
-0.05 -0.01 0.01
-0.69 -0.30 2.33
-1.21 1.17 -0.84
1.57 -1.51 -0.32
-0.29 -1.07 -0.72
0.49 0.60 0.45
0.24 -0.06 -0.32
0.05 0.50 0.09
0.57 -0.18 0.35
-0.70 -0.04 -1.26
0.48 0.03 0.41
0.12 0.05 0.08
-0.10 0.03 0.08
-0.14 -0.24 0.24
-0.29 0.02 -0.23
-0.11 1.59 -0.37
2.85 -0.43 -1.35
-1.20 0.55 0.54
-0.05 1.18 1.39
-1.38 0.27 -0.20
-0.01 0.54 0.10
0.35 -0.63 -0.22
0.51 -0.24 0.44
-0.28 -0.91 -1.71
-0.49 1.00 -0.50
0.52 -0.33 0.19
-0.17 -0.13 0.31
-0.26 -0.34 0.13
0.10 0.46 0.64
0.40 0.06 0.14
-1.58 -0.96 0.31
0.02 -0.04 0.80
1.23 1.67 -0.61
-0.31 -0.58 0.23
-0.76 -0.09 -0.66
0.15 0.67 -0.23
-0.81 -0.20 -0.34
-0.17 0.00 -0.05
-0.04 -0.08 -0.07
-0.16 -0.02 -0.34
0.08 -0.64 0.08
-0.19 -0.39 -0.06
-0.30 -0.22 0.00
-0.09 0.36 0.03
0.26 0.09 0.21
0.04 -0.19 0.42
0.16 0.11 0.24
0.01 -0.29 -0.18
0.10 -0.20 0.61
0.66 0.01 0.13
-0.03 -0.04 -0.17
-0.26 -0.72 -0.78
0.75 1.03 0.82
-1.19 0.74 0.25
0.35 -0.25 -0.50
1.63 -0.29 0.21
0.00 1.12 -0.08
0.44 0.04 0.12
-0.17 0.12 -0.02
-0.31 0.03 0.18
-0.31 -0.14 -0.51
0.12 -0.49 0.16
0.30 -0.05 -0.10
-0.39 -0.31 -0.24
-0.29 0.43 0.14
-0.62 0.14 0.30
0.34 -0.31 -0.23
-0.16 -0.94 0.06
-0.14 -0.08 0.27
-1.54 0.12 -1.06
2.23 0.08 0.24
-1.43 0.25 -0.17
1.30 -0.14 0.37
-0.20 1.43 0.46
0.26 -0.12 -0.27
0.22 -0.11 0.30
-0.08 -0.07 0.02
0.56 -0.27 -0.14
-0.39 -0.06 0.38
-0.11 -0.14 -0.15
-0.17 0.15 -0.27
-0.45 0.06 0.01
-0.14 0.08 0.00
0.18 -0.62 0.57
0.47 -0.38 -0.33
0.51 -0.21 -0.90
-0.33 -0.01 -0.69
0.43 -1.22 0.73
-0.44 0.05 0.78
-0.86 1.38 -0.78
0.61 -0.61 -0.02
-0.10 0.13 0.57
-0.21 0.05 0.00
-0.22 0.24 0.08
0.33 0.04 0.33
-0.39 -0.02 0.00
0.48 0.68 -0.42
-0.04 -0.34 -0.23
0.18 -0.25 0.35
0.29 -0.43 0.12
-0.42 0.36 0.19
0.20 0.22 -0.19
-0.33 -1.38 -0.96
-0.47 0.79 0.75
0.18 -0.95 -0.52
-0.19 0.47 0.24
-0.73 0.26 -1.48
0.34 -0.77 -0.21
0.05 0.27 0.35
0.20 0.10 0.14
0.06 0.49 0.31
0.10 0.04 -0.07
0.23 0.43 -0.21
0.06 0.09 0.33
0.26 -0.11 0.90
0.10 0.06 0.28
0.33 -0.42 0.17
-0.25 -0.04 -0.06
0.13 0.60 -0.03
-1.66 1.16 -0.30
0.34 -1.26 1.72
-0.01 0.24 -1.37
0.12 -1.07 0.66
-0.07 0.67 -0.14
0.75 1.86 -0.80
0.10 -0.15 0.11
0.25 -0.06 -0.02
0.51 -0.17 -0.48
-0.07 -0.37 0.06
-0.24 0.15 0.34
0.25 -0.12 0.19
-0.16 -0.14 0.04
-0.02 0.13 0.03
0.05 -0.14 -0.28
-0.24 -0.55 0.05
-0.38 -0.49 0.05
0.86 0.84 1.14
0.49 -1.44 -2.74
-0.68 1.10 -0.12
0.05 -0.38 0.39
0.28 0.79 -0.80
-0.16 -0.04 0.91
-0.26 0.05 -0.31
-0.74 -0.41 0.21
-0.02 -0.05 0.20
0.12 -0.22 0.31
-0.19 0.03 0.17
0.42 -0.27 0.31
0.08 -0.15 0.27
-0.29 0.04 0.08
-0.09 -0.38 0.13
0.08 0.25 -0.03
-0.01 0.13 0.06

Atomic partial charges in e from the Mulliken method, atoms 1 to 99: -0.8952, -0.1290, 1.3036, -1.6209, -1.0791, 1.4599, -0.9326, -1.1672, 0.3239, -0.0160, 0.3102, 0.2968, -0.1381, 0.9358, 0.6572, 0.2442, 0.3385, 0.2850, 0.2780, 0.2181, 0.0140, -0.7753, 0.7153, -0.2848, -0.3042, -0.2802, -0.3049, -1.0137, 0.0903, 0.1313, 0.4395, 0.3162, 0.2181, -0.2108, -0.9129, 0.2880, -0.6656, 1.2305, -0.3086, -0.1571, -0.3434, -0.2905, -0.6828, 0.0199, 0.4303, -0.0296, 0.1908, 0.4419, 0.0481, -1.4998, 0.1733, -0.5698, -0.9332, 1.0061, -0.8908, 0.4235, 0.3806, 0.2034, 0.4885, -0.1269, 0.5326, 0.1065, 0.4243, 0.1139, -0.4852, 0.2774, 0.1658, -0.2115, 0.4717, -1.6254, 0.6087, -1.1132, 0.6009, -0.9509, -0.8196, 0.3370, 0.3243, 0.3816, 0.2750, 0.3298, 0.5138, 0.0700, 0.2568, 0.4430, 0.1579, 0.3140, -1.4442, 0.6525, -0.7259, -0.3991, -0.8089, 0.3983, 0.0796, 0.5511, 0.1554, 0.4318, 0.2394, 0.4132, 0.3800